127
Properties=species:S:1:pos:R:3:lowdin_charge:R:1 method="wB97M-V/def2-TZVPD" largest_force_ha_per_bohr=0.1323 total_energy_ev=-223854.2413 spin_multiplicity=1 charge=-1 e_lumo_ha=0.02636 homo_energy_ev=-6.6
K 2.736 3.428 -0.498 0.829
K -1.226 2.960 0.503 0.764
C 0.977 5.852 2.806 -0.613
F 1.525 6.635 3.724 0.164
F 1.139 4.548 3.139 0.106
F -0.339 6.097 2.781 0.123
S 1.652 6.319 1.074 0.692
O 1.630 7.798 0.972 -0.272
O 3.003 5.821 1.043 -0.349
N 0.582 5.361 0.100 -0.378
S -0.032 6.414 -0.826 0.554
O -1.207 7.032 -0.275 -0.274
O 0.949 7.316 -1.535 -0.323
C -0.708 5.342 -2.247 -0.640
F -0.603 6.048 -3.390 0.136
F -0.078 4.151 -2.355 0.087
F -1.982 5.093 -2.035 0.148
C 3.504 1.931 2.484 -0.739
F 4.321 1.463 1.610 0.183
F 3.957 1.660 3.691 0.183
F 3.398 3.178 2.295 0.159
S 1.642 1.183 2.329 0.725
O 1.761 -0.186 2.852 -0.301
O 0.780 2.060 3.071 -0.305
N 1.315 1.412 0.576 -0.425
S 1.090 -0.033 0.166 0.533
O 2.292 -0.911 0.335 -0.308
O -0.207 -0.474 0.632 -0.301
C 0.808 0.219 -1.752 -0.667
F 0.470 -0.951 -2.263 0.176
F -0.127 1.190 -1.844 0.103
F 1.946 0.598 -2.199 0.170
C -3.022 -2.695 -1.991 -0.603
F -2.826 -2.898 -0.686 0.126
F -2.393 -1.531 -2.369 0.080
F -2.442 -3.669 -2.676 0.117
S -4.964 -2.706 -2.466 0.676
O -5.407 -4.044 -2.067 -0.319
O -5.457 -1.672 -1.547 -0.331
N -4.894 -2.452 -4.139 -0.295
S -6.366 -2.056 -4.441 0.557
O -7.388 -3.133 -4.309 -0.331
O -6.810 -0.790 -3.831 -0.342
C -6.262 -1.601 -6.279 -0.532
F -6.212 -2.806 -6.980 0.058
F -7.354 -0.940 -6.770 0.102
F -5.117 -0.829 -6.433 0.066
C -3.448 5.221 3.335 -0.133
O -3.609 4.141 2.460 -0.180
C -4.265 3.013 3.120 -0.146
C -3.620 1.658 2.757 -0.185
O -3.668 1.331 1.349 -0.216
C -3.316 0.015 1.007 -0.107
H -4.387 5.605 3.734 0.089
H -3.073 6.098 2.807 0.086
H -2.773 5.021 4.167 0.090
H -5.314 2.809 2.904 0.130
H -4.222 3.043 4.209 0.118
H -4.051 0.808 3.285 0.131
H -2.572 1.661 3.056 0.109
H -3.431 -0.299 -0.031 0.082
H -4.030 -0.673 1.460 0.100
H -2.345 -0.338 1.353 0.064
C 0.596 -4.317 -5.051 -0.116
O -0.013 -3.067 -5.257 -0.158
C 0.876 -2.002 -5.561 -0.190
C 0.125 -0.803 -6.245 -0.165
O -0.524 -0.193 -5.121 -0.219
C -1.137 1.113 -5.260 -0.074
H 1.094 -4.351 -4.082 0.071
H 1.364 -4.645 -5.751 0.084
H -0.210 -5.027 -4.864 0.093
H 1.720 -2.171 -6.230 0.116
H 1.216 -1.585 -4.614 0.101
H -0.541 -1.164 -7.029 0.119
H 0.695 -0.025 -6.753 0.111
H -0.426 1.936 -5.341 0.079
H -1.541 1.375 -4.282 0.069
H -2.023 1.061 -5.892 0.092
C -1.042 -2.301 3.588 -0.085
O -1.899 -1.451 4.297 -0.184
C -1.302 -0.647 5.287 -0.185
C -2.358 0.271 6.066 -0.185
O -3.570 -0.361 6.409 -0.186
C -3.349 -1.500 7.196 -0.123
H -0.420 -2.813 4.322 0.089
H -0.413 -1.654 2.977 0.059
H -1.594 -2.908 2.870 0.103
H -0.693 0.155 4.869 0.108
H -0.802 -1.117 6.134 0.114
H -2.682 1.105 5.443 0.095
H -2.021 0.747 6.987 0.119
H -2.570 -1.361 7.946 0.085
H -3.047 -2.288 6.506 0.086
H -4.221 -1.869 7.735 0.087
C 4.693 -0.182 -4.052 -0.128
O 5.336 -0.034 -2.821 -0.214
C 6.784 -0.343 -2.653 -0.132
C 7.343 -0.136 -1.231 -0.230
O 6.877 -1.111 -0.354 -0.182
C 5.479 -0.916 -0.089 -0.097
H 4.123 -1.111 -4.020 0.085
H 5.395 -0.271 -4.881 0.082
H 4.034 0.628 -4.363 0.080
H 7.316 0.315 -3.340 0.114
H 7.132 -1.345 -2.905 0.124
H 7.214 0.859 -0.804 0.122
H 8.384 -0.458 -1.226 0.129
H 5.034 -1.740 -0.648 0.093
H 4.961 0.006 -0.354 0.069
H 5.359 -1.146 0.970 0.090
C 4.104 -3.711 4.308 -0.150
O 3.688 -4.002 3.033 -0.160
C 2.324 -3.750 2.807 -0.193
C 1.997 -4.242 1.397 -0.232
O 0.668 -4.190 1.039 -0.180
C 0.345 -4.492 -0.343 -0.058
H 5.099 -4.154 4.344 0.085
H 3.608 -4.218 5.135 0.088
H 4.263 -2.657 4.536 0.087
H 2.092 -2.693 2.933 0.105
H 1.655 -4.253 3.505 0.121
H 2.290 -5.285 1.273 0.125
H 2.595 -3.673 0.685 0.113
H 1.094 -4.273 -1.104 0.083
H -0.530 -3.883 -0.570 0.067
H 0.024 -5.528 -0.458 0.085

51
Properties=species:S:1:pos:R:3:lowdin_charge:R:1 method="wB97M-V/def2-TZVPD" largest_force_ha_per_bohr=0.0880 total_energy_ev=-79028.5919 spin_multiplicity=1 charge=+3 e_lumo_ha="-0.45287 / -0.45277" homo_energy_ev="-18.5 / -18.5"
C -0.711 0.047 -4.428 -0.014
C -0.732 -0.122 -2.990 -0.409
H -1.688 0.294 -4.878 0.141
H -0.305 -0.880 -4.884 0.141
H -0.020 0.899 -4.605 0.102
O -1.487 -0.338 -2.085 0.120
Cl 1.355 -0.007 -2.444 0.437
Ce 1.398 0.090 0.498 0.664
P 0.961 -2.832 -0.530 0.742
C -0.115 -3.985 0.382 -0.248
C 0.608 -3.387 -2.228 -0.258
H 0.746 -4.475 -2.295 0.082
H 2.538 -4.708 -0.565 0.081
H 1.263 -2.880 -2.931 0.034
H 3.324 -3.130 -0.948 0.058
H -1.160 -3.717 0.213 0.032
H -0.424 -3.138 -2.489 0.047
C 2.596 -3.638 -0.308 -0.250
H 0.082 -5.014 0.053 0.078
H 2.915 -3.506 0.731 0.044
H 0.093 -3.874 1.455 0.059
P 0.571 2.760 -0.862 0.747
C -0.495 3.946 0.010 -0.240
C 2.223 3.551 -0.658 -0.228
H 0.952 2.827 -3.269 0.040
H 0.245 4.359 -2.652 0.087
H -0.773 2.901 -2.886 0.052
C 0.218 3.251 -2.583 -0.253
H 2.973 2.977 -1.213 0.061
H 2.185 4.584 -1.038 0.083
H -0.322 4.961 -0.366 0.077
H -0.269 3.893 1.082 0.052
H 2.499 3.545 0.402 0.062
H -1.542 3.675 -0.131 0.059
Cl 3.820 -0.538 1.103 0.210
C -0.302 1.423 4.840 0.059
N -0.956 0.640 3.787 -0.010
C -2.171 0.044 3.978 0.083
C -2.751 -0.684 2.962 0.075
C -2.058 -0.803 1.744 -0.290
N -0.831 -0.224 1.578 0.067
C -0.364 0.559 2.592 -0.450
O 0.776 1.174 2.401 -0.153
N -2.538 -1.450 0.660 0.217
H -0.191 2.476 4.540 0.126
H 0.701 1.030 5.078 0.130
H -0.957 1.358 5.708 0.113
H -2.541 0.199 4.982 0.162
H -3.693 -1.195 3.069 0.143
H -3.495 -1.766 0.669 0.146
H -2.154 -1.173 -0.253 0.092